(1)
A molecular structure, C4H8N2O. Source: OMol25; level of theory: ωB97M-V/def2-TZVPD.

Relative energy (zero: lowest compared OMol25 entry of this formula, charge and spin) in kcal per mole: 49.1
Maximum force in eV/Å: 0.92
Total energy in hartree: -341.92547
Frontier orbital gap in eV: 8.44

```
15
Properties=species:S:1:pos:R:3:forces:R:3:lowdin_charge:R:1
C 0.047 1.870 0.052 -0.035 -0.192 0.124 -0.06
C 0.953 -0.615 0.071 -0.739 0.506 0.215 -0.40
C 0.063 0.391 0.169 0.099 -0.061 -0.164 -0.21
N 2.305 -0.770 -0.093 -0.154 -0.281 0.036 0.15
N -2.118 -0.723 -0.305 0.016 -0.243 -0.138 0.09
C -0.999 -0.615 0.520 0.732 -0.027 0.045 -0.30
O 0.132 -1.682 0.329 -0.042 -0.069 0.009 0.00
H 2.767 -0.015 -0.576 -0.020 -0.076 0.024 0.10
H 2.576 -1.691 -0.405 0.040 0.072 -0.063 0.10
H -1.879 -0.689 -1.289 0.003 0.007 0.067 0.09
H -2.692 -1.532 -0.103 -0.015 0.080 -0.005 0.08
H -1.283 -0.696 1.571 0.057 -0.060 -0.070 0.15
H -0.783 2.199 -0.576 0.020 0.103 -0.043 0.07
H 0.977 2.220 -0.393 0.017 0.118 -0.025 0.07
H -0.066 2.349 1.028 0.023 0.124 -0.013 0.07
```
Positions in Å, forces in eV/Å.

***

(2)
2 unconnected molecules or ions with the total composition C6H16N4O2 in a non-equilibrium geometry. Source: OMol25; level of theory: ωB97M-V/def2-TZVPD.

Relative energy (zero: lowest compared OMol25 entry of this formula, charge and spin) in kcal per mole: 15.4
Maximum force in eV/Å: 1.78
Total energy in hartree: -607.60091
Frontier orbital gap in eV: 9.85
Structure (SMILES): [H]/N=C(/C)N(C)N.C[C@H](O)/C=N/O

```
28
Properties=species:S:1:pos:R:3:forces:R:3:lowdin_charge:R:1
H 1.850 0.426 0.129 -0.397 -0.373 0.167 0.03
N 1.615 -0.232 0.883 0.450 -1.283 -0.529 0.13
C 1.315 -1.417 0.459 -0.476 1.223 1.037 -0.47
C 0.972 -2.513 1.445 0.351 -0.034 0.238 -0.04
N 1.062 -1.789 -0.853 0.558 0.245 -0.464 -0.23
C 1.353 -3.146 -1.274 -0.569 -0.507 -0.221 -0.08
N 1.453 -0.889 -1.851 0.264 0.653 -0.289 0.03
H -0.102 -2.691 1.409 -0.132 -0.076 -0.100 0.08
H 1.226 -2.244 2.483 0.123 -0.008 -0.621 0.08
H 1.467 -3.451 1.143 -0.135 0.369 0.501 0.07
H 2.406 -3.390 -1.135 0.180 -0.238 0.161 0.09
H 0.701 -3.859 -0.744 0.421 0.204 -0.306 0.08
H 1.152 -3.207 -2.347 -0.101 0.009 0.296 0.08
H 0.723 -0.178 -1.956 0.725 -0.098 0.139 0.08
H 2.403 -0.494 -1.681 -1.120 -0.157 -0.083 0.10
C -1.154 2.926 -1.309 0.584 0.514 0.371 -0.05
C -1.979 2.458 -0.121 -0.703 -0.413 -0.393 -0.42
O -2.815 3.542 0.340 0.189 -0.145 -0.461 -0.04
C -1.212 2.022 1.079 -0.228 -0.716 0.041 -0.12
N -1.269 0.806 1.477 0.095 1.734 -0.402 0.00
O -0.612 0.735 2.684 -0.001 -0.539 0.588 -0.08
H -1.787 3.274 -2.122 -0.124 0.061 0.097 0.08
H -0.522 2.130 -1.705 -0.022 -0.122 0.142 0.06
H -0.486 3.753 -1.000 -0.322 -0.288 -0.186 0.09
H -2.602 1.600 -0.449 0.224 0.404 0.191 0.15
H -3.714 3.215 0.403 -0.086 0.006 0.102 0.09
H -0.745 2.803 1.689 0.065 -0.277 -0.137 0.14
H -0.699 -0.190 2.921 0.188 -0.147 0.123 0.08
```
Positions in Å, forces in eV/Å.

***

(3)
3 unconnected molecules or ions with the total composition C5H7NO. Source: OMol25; level of theory: ωB97M-V/def2-TZVPD.

Relative energy (zero: lowest compared OMol25 entry of this formula, charge and spin) in kcal per mole: 145.4
Maximum force in eV/Å: 0.78
Total energy in hartree: -324.49277
Frontier orbital gap in eV: 8.32

```
14
Properties=species:S:1:pos:R:3:forces:R:3:lowdin_charge:R:1
C -1.301 -1.058 0.247 -0.247 0.253 0.343 0.05
C -0.350 -0.228 0.828 0.012 -0.170 -0.341 -0.36
C 0.211 0.872 0.092 0.092 -0.223 -0.003 -0.30
N -0.545 1.882 -0.455 0.066 0.153 0.082 0.13
C 1.484 0.438 -0.176 -0.030 0.045 -0.025 -0.08
C 1.768 -0.822 0.501 -0.124 0.288 0.058 -0.09
O 0.643 -0.961 1.358 -0.009 0.097 0.272 -0.13
H -2.042 -0.649 -0.435 0.127 -0.024 0.125 0.09
H -0.114 -1.610 -0.526 0.732 -0.153 -0.226 0.14
H -1.549 -1.991 0.747 0.082 0.107 -0.141 0.10
H -0.030 2.595 -0.951 -0.073 -0.112 0.042 0.10
H -1.265 2.265 0.140 0.079 -0.040 -0.067 0.10
H 2.181 0.882 -0.881 -0.147 -0.073 0.100 0.10
H 0.910 -1.616 -0.489 -0.559 -0.147 -0.219 0.14
```
Positions in Å, forces in eV/Å.

***

(4)
2 unconnected molecules or ions with the total composition C4H14N3. Source: OMol25; level of theory: ωB97M-V/def2-TZVPD.

Relative energy (zero: lowest compared OMol25 entry of this formula, charge and spin) in kcal per mole: 28.9
Charge: +1
Maximum force in eV/Å: 0.65
Total energy in hartree: -324.81872
Frontier orbital gap in eV: 9.05

```
21
Properties=species:S:1:pos:R:3:forces:R:3:lowdin_charge:R:1
C -0.436 2.186 -1.077 -0.094 -0.026 -0.027 -0.02
N -0.798 0.804 -1.487 0.292 -0.289 0.186 -0.11
C -0.742 0.588 -2.958 0.207 0.127 0.216 -0.02
H 0.381 2.538 -1.696 0.108 -0.008 -0.014 0.10
H -1.289 2.847 -1.198 -0.014 0.029 -0.088 0.10
H -0.139 2.180 -0.035 0.043 -0.004 0.124 0.09
H -1.739 0.608 -1.155 0.006 -0.082 0.034 0.16
H -1.237 1.406 -3.466 -0.126 0.036 -0.104 0.10
H -1.205 -0.357 -3.201 -0.171 -0.170 -0.052 0.10
H 0.301 0.551 -3.262 0.041 0.067 0.024 0.10
C 0.274 -1.199 0.967 0.193 0.264 -0.545 -0.18
C 0.709 -0.813 2.156 0.262 -0.066 0.466 -0.22
N 0.174 -1.197 3.375 -0.430 0.314 -0.041 0.06
N 0.948 -0.829 -0.274 -0.232 -0.151 0.394 0.01
H -0.626 -1.774 0.835 -0.147 -0.207 -0.027 0.11
H 1.619 -0.227 2.252 -0.026 0.045 -0.106 0.12
H 0.120 -0.442 4.047 0.194 -0.137 0.091 0.09
H -0.731 -1.642 3.298 0.046 -0.113 0.063 0.09
H -0.079 0.072 -0.983 -0.332 0.327 -0.457 0.09
H 1.276 -1.670 -0.745 0.073 0.210 -0.049 0.12
H 1.757 -0.256 -0.051 0.107 -0.166 -0.087 0.11
```
Positions in Å, forces in eV/Å.

***

(5)
C3H4OS in the gas phase in a non-equilibrium geometry. Source: OMol25; level of theory: ωB97M-V/def2-TZVPD.

Relative energy (zero: lowest compared OMol25 entry of this formula, charge and spin) in kcal per mole: 22.2
Maximum force in eV/Å: 3.87
Total energy in hartree: -590.08934
Frontier orbital gap in eV: 10.30
Structure (SMILES): C[C@@H]1SC1=O

```
9
Properties=species:S:1:pos:R:3:forces:R:3:lowdin_charge:R:1
C -1.042 -0.017 -0.358 -0.230 1.961 -2.330 -0.10
C 0.138 0.228 0.493 -0.639 -0.701 3.753 -0.61
S 1.525 1.283 -0.019 0.593 0.821 -0.821 0.94
C 1.353 -0.445 0.158 1.872 -1.559 -0.133 -0.74
O 1.953 -1.467 -0.044 -0.893 1.112 0.335 0.08
H -0.599 -0.292 -1.381 -1.147 0.334 1.215 0.11
H -1.496 1.021 -0.424 -0.065 -1.336 -0.399 0.10
H -1.811 -0.730 -0.048 0.543 0.020 0.249 0.08
H -0.021 0.419 1.623 -0.034 -0.653 -1.867 0.14
```
Positions in Å, forces in eV/Å.

***

(6)
A gas-phase ion, C5H11N2 (charge +1) in a non-equilibrium geometry. Source: OMol25; level of theory: ωB97M-V/def2-TZVPD.

Relative energy (zero: lowest compared OMol25 entry of this formula, charge and spin) in kcal per mole: 114.4
Charge: +1
Maximum force in eV/Å: 3.40
Total energy in hartree: -306.20120
Frontier orbital gap in eV: 6.24

```
18
Properties=species:S:1:pos:R:3:forces:R:3:lowdin_charge:R:1
C -0.999 0.536 -1.557 0.600 -0.260 1.264 -0.20
C 0.412 -0.030 -1.048 -1.463 -0.998 -0.715 -0.08
C 0.455 0.023 0.456 0.798 2.028 -2.604 -0.48
C -0.373 -0.632 1.368 1.434 -1.888 0.480 0.26
C 1.889 -0.111 1.024 -0.125 1.690 1.938 0.02
N 1.256 1.211 0.883 -1.147 -1.442 0.643 0.12
N -2.086 -0.096 -0.849 0.039 0.554 -0.491 0.06
H -0.949 1.616 -1.403 -0.257 0.028 0.282 0.12
H -1.076 0.400 -2.634 -0.035 -0.379 0.087 0.13
H 1.188 0.580 -1.512 0.174 -0.311 0.383 0.13
H 0.444 -1.074 -1.365 0.226 0.051 -0.271 0.13
H -0.411 -1.728 1.353 -0.972 0.259 -0.860 0.14
H -0.531 -0.302 2.395 -0.112 0.611 -0.228 0.13
H 1.861 -0.642 1.966 0.644 0.423 0.429 0.12
H 2.816 -0.193 0.470 -0.568 -0.702 -0.788 0.15
H -2.655 -0.737 -1.381 0.222 -0.274 0.174 0.10
H -1.979 -0.354 0.136 -0.311 0.406 -0.294 0.05
H 0.737 1.534 1.698 0.852 0.203 0.571 0.12
```
Positions in Å, forces in eV/Å.